Entry 1:
C23H31N3 | ωB97M-V with the def2-TZVPD basis set

As for the structure (SMILES): CCCCCCCN1C(Nc2ccccc2)=NC[C@@H]1Cc1ccccc1. For the LUMO energy, the calculation gives 0.725 eV. For the energy above the lowest of the compared OMol25 structures with the same formula, charge and spin, the calculation gives 19.1496 eV. Its molecular weight is 349.5 g/mol. As for the total charge: 0.

CARTESIAN COORDINATES (ANGSTROEM)
C 3.22 -2.82 -1.74
C 2.75 -1.59 -2.71
C 3.63 -0.44 -2.73
C 3.87 0.35 -1.52
C 2.98 1.62 -1.55
C 1.54 1.07 -1.16
H 1.23 0.42 -1.92
H 0.79 2.06 -1.24
C 1.16 0.37 0.08
N -0.15 0.35 0.56
C -1.19 -0.91 0.36
N -2.20 -0.84 0.92
C -1.96 0.54 1.80
H -2.99 0.99 1.75
H -2.19 0.12 2.84
C -0.63 1.01 1.68
C -0.76 2.65 1.22
C -1.43 3.34 2.33
C -3.00 3.83 2.29
C -3.41 4.38 3.39
C -2.67 4.84 4.30
C -1.31 4.26 4.52
C -0.84 3.66 3.47
H 0.32 3.31 3.56
H -0.96 4.77 5.14
H -3.14 5.45 5.26
H -4.30 4.86 3.22
H -3.63 3.48 1.43
H -1.45 2.50 0.34
H 0.12 3.00 1.00
H -0.19 1.07 2.49
N -0.71 -1.64 -0.73
C -1.43 -2.82 -0.96
C -2.49 -3.14 -0.47
C -3.18 -4.33 -0.88
C -2.89 -5.18 -1.78
C -1.60 -4.63 -2.58
C -0.77 -3.73 -1.82
H 0.04 -3.34 -2.49
H -1.14 -5.51 -3.22
H -3.12 -5.98 -2.05
H -4.11 -4.87 -0.27
H -2.93 -2.65 0.33
H 0.32 -1.51 -1.13
H 1.58 -0.71 0.04
H 1.75 1.08 1.04
H 3.32 2.19 -0.53
H 3.06 2.20 -2.25
H 4.74 0.74 -1.53
H 3.77 -0.52 -0.68
H 4.68 -0.91 -3.07
H 3.42 0.16 -3.65
H 1.64 -1.19 -2.49
H 2.82 -2.08 -3.70
H 2.59 -3.59 -1.76
H 3.20 -2.59 -0.59
H 4.23 -3.14 -2.17

Atom charges from the Löwdin analysis, given in e for atoms 1 to 5: number 1, C, carries -0.073; number 2, C, carries -0.268; number 3, C, carries -0.317; number 4, C, carries -0.207; number 5, C, carries -0.109

---

Entry 2:
C21H19NO3 | ωB97M-V with the def2-TZVPD basis set

As for the structure (SMILES): COC(=O)CC/C(=C1/C=C(c2ccccc2)NC1=O)c1ccccc1. For the LUMO energy, the calculation gives -0.499 eV. For the energy above the lowest of the compared OMol25 structures with the same formula, charge and spin, the calculation gives 1.9436 eV. Its molecular weight is 333.4 g/mol. As for the total charge: 0.

CARTESIAN COORDINATES (ANGSTROEM)
O -0.89 1.09 -3.26
O -3.23 -2.24 -0.50
O -4.45 -0.87 0.85
C -0.19 0.63 -2.38
C -3.69 -1.14 -0.23
C 1.06 0.31 -0.54
C 1.91 0.13 -1.62
C -0.29 0.59 -0.96
C -1.37 0.76 -0.12
C 6.19 -0.42 -1.73
C -0.66 0.56 4.04
C 5.42 -0.32 -2.91
C 5.55 -0.25 -0.51
C -1.18 1.75 3.48
C -0.53 -0.60 3.25
C 4.01 -0.21 -2.86
C 4.12 -0.15 -0.45
C -1.51 1.77 2.13
C -0.77 -0.55 1.90
C 3.33 -0.13 -1.64
C -1.25 0.66 1.35
N 1.09 0.29 -2.72
C -4.51 -1.87 1.88
C -3.49 -0.05 -1.27
C -2.70 1.19 -0.69
H 1.43 0.25 0.51
H 7.28 -0.56 -1.77
H -0.45 0.48 5.10
H 5.91 -0.42 -3.89
H 6.12 -0.31 0.44
H -1.33 2.65 4.09
H -0.21 -1.49 3.76
H 3.47 -0.21 -3.79
H 3.65 -0.14 0.53
H -1.89 2.67 1.71
H -0.61 -1.41 1.30
H 1.43 0.53 -3.63
H -3.51 -2.21 2.22
H -4.98 -2.76 1.46
H -5.13 -1.51 2.72
H -2.90 -0.47 -2.10
H -4.42 0.31 -1.69
H -3.29 1.74 0.06
H -2.54 1.90 -1.51

Atom charges from the Löwdin analysis, given in e for atoms 1 to 5: number 1, O, carries 0.085; number 2, O, carries 0.094; number 3, O, carries -0.033; number 4, C, carries -0.430; number 5, C, carries -0.490

---

Entry 3:
C33H37AsKN5O7S | ωB97M-V with the def2-TZVPD basis set

For the LUMO energy, the calculation gives 4.026 eV. For the energy above the lowest of the compared OMol25 structures with the same formula, charge and spin, the calculation gives 0.7017 eV. Its molecular weight is 761.8 g/mol. As for the total charge: -2.

CARTESIAN COORDINATES (ANGSTROEM)
K 0.47 -1.28 0.70
O 2.39 -3.21 4.10
C 2.06 -2.42 3.19
O 1.10 -1.61 3.21
C 3.00 -2.43 1.96
C 3.62 -3.61 1.57
C 4.52 -3.56 0.52
C 4.83 -2.33 -0.06
C 4.18 -1.20 0.40
N 3.25 -1.27 1.35
C 4.58 0.21 -0.10
O 5.48 0.23 -0.96
O 3.96 1.18 0.39
H 3.40 -4.52 2.11
H 5.01 -4.46 0.17
H 5.57 -2.21 -0.84
O -1.66 0.05 0.04
C -2.84 -0.75 -0.02
C -2.56 -2.32 -0.28
O -3.62 -2.95 -0.39
O -1.39 -2.72 -0.39
C -3.54 -0.22 -1.28
C -3.15 -0.69 -2.53
C -3.63 -0.11 -3.70
C -4.52 0.96 -3.64
C -4.91 1.44 -2.40
C -4.42 0.86 -1.23
C -3.68 -0.65 1.24
C -5.03 -0.99 1.22
C -5.79 -0.95 2.38
C -5.22 -0.59 3.59
C -3.87 -0.27 3.63
C -3.11 -0.31 2.46
H -1.56 0.56 0.86
H -2.44 -1.52 -2.59
H -3.30 -0.49 -4.66
H -4.89 1.41 -4.55
H -5.60 2.28 -2.33
H -4.72 1.26 -0.27
H -5.47 -1.31 0.29
H -6.84 -1.22 2.34
H -5.81 -0.56 4.50
H -3.39 0.00 4.56
H -2.05 -0.07 2.54
S 0.01 1.96 2.08
C 1.31 1.48 3.08
N 2.56 1.42 2.66
C 3.66 0.93 3.48
C 3.39 1.14 4.95
C 2.01 0.59 5.27
N 1.05 1.25 4.40
H 2.79 1.40 1.65
H 4.56 1.45 3.16
H 3.81 -0.13 3.27
H 3.41 2.21 5.19
H 4.15 0.64 5.55
H 1.74 0.81 6.30
H 1.98 -0.49 5.12
H 0.07 1.08 4.56
N -0.04 -2.60 -6.22
C 0.24 -2.05 -4.96
C 0.29 -2.84 -3.82
C 0.58 -2.25 -2.60
N 0.82 -0.95 -2.44
C 0.80 -0.20 -3.55
C 0.52 -0.69 -4.81
H -0.60 -3.44 -6.17
H -0.43 -1.94 -6.87
H 0.08 -3.90 -3.87
H 0.56 -2.87 -1.72
H 1.03 0.85 -3.41
H 0.52 -0.02 -5.67
C 1.29 4.33 -3.19
As 1.41 2.93 -1.79
C -0.53 2.81 -1.51
C 1.80 4.17 -0.32
H 0.67 5.17 -2.86
H 0.83 3.90 -4.09
H 2.28 4.70 -3.46
H -0.99 3.79 -1.60
H -0.71 2.41 -0.52
H -0.97 2.13 -2.24
H 2.79 4.61 -0.49
H 1.81 3.62 0.61
H 1.05 4.96 -0.27

Atom charges from the Löwdin analysis, given in e for atoms 1 to 5: number 1, K, carries 0.773; number 2, O, carries -0.037; number 3, C, carries -0.682; number 4, O, carries -0.130; number 5, C, carries -0.230

---

> Which of these has the lowest total charge?

C33H37AsKN5O7S

---

> What is the total charge in the first record?

0